# 1
20
Properties=species:S:1:pos:R:3:forces:R:3:lowdin_charge:R:1 method="wB97M-V/def2-TZVPD" total_energy_ha=-399.06504 smiles=NCNCCNC[O-] charge=-1 de_lowest_kj_mol=241.8 homo_lumo_gap_ha=0.2321
C -0.667430 0.146666 -1.182914 -0.43 -0.61 -1.23 -0.278
H 0.124360 -1.697734 -1.557395 0.72 -0.16 0.21 0.095
H -0.739914 0.832295 1.212622 0.41 -0.38 0.50 0.095
O -0.383609 -3.338708 -0.164381 0.71 -0.78 -0.24 -0.306
H 0.326069 -2.880016 1.704656 0.15 -0.32 -0.03 0.062
H 0.884685 1.690726 0.830690 -0.46 -0.77 0.51 0.106
H -1.540512 -0.438966 -0.812326 0.19 1.12 0.35 0.120
C 0.466726 -0.842574 -0.954044 -0.68 0.24 0.74 -0.286
H 1.372753 -0.919543 0.880904 -0.01 0.10 -0.01 0.061
H 1.665934 -3.087704 0.537759 -0.74 -0.33 -0.62 0.070
H -0.857945 0.182411 -2.275090 0.17 0.22 0.25 0.097
N -0.550279 1.530366 -0.717300 -0.17 -0.50 1.04 -0.081
H 0.173810 2.052012 -1.202754 -0.13 -0.42 -0.39 0.082
C -0.216415 1.636586 0.729370 -0.27 1.82 -1.43 -0.319
N -0.681150 2.936137 1.235568 0.74 -1.19 1.03 -0.021
N 0.509020 -1.257532 0.460493 0.57 -0.26 -0.51 -0.093
H -1.681135 2.992194 1.160574 -0.07 0.55 -0.47 0.046
H 1.391753 -0.376062 -1.294811 0.44 -0.26 -0.26 0.092
C 0.538562 -2.823294 0.600248 -0.56 1.48 0.79 -0.578
H -0.135291 3.662749 0.808127 -0.57 0.46 -0.24 0.036

***

# 2
21
Properties=species:S:1:pos:R:3:forces:R:3:lowdin_charge:R:1 method="wB97M-V/def2-TZVPD" total_energy_ha=-2804.08146 smiles="COC(=O)[C@](C)([NH3+])[Se]C" charge=+1 de_lowest_kj_mol=12.7 homo_lumo_gap_ha=0.3595
H 0.000032 1.807982 1.816830 2.14 -0.57 0.06 0.144
H 0.130733 2.772536 -0.954026 0.61 1.16 0.38 0.059
H -1.032438 2.717920 1.072830 0.04 -2.21 -0.79 0.226
C -0.287636 1.863119 -1.275209 -2.18 -2.79 -1.54 -0.035
O 1.039279 -0.857014 -0.626866 -0.55 0.69 -0.52 -0.031
H -2.319869 -2.208426 0.939315 0.09 -1.35 -0.69 0.030
H 2.943602 -1.462880 0.088210 1.40 1.34 1.23 0.078
H 1.867828 -2.662383 -0.392754 0.50 0.66 -0.70 0.126
C -0.491492 0.844383 -0.060747 -0.14 0.89 -1.37 -0.564
H -0.784962 -1.775677 1.151100 1.82 0.87 1.87 -0.001
C 0.781276 0.022733 0.274661 0.12 1.06 1.69 -0.529
C 2.234746 -1.630259 -0.646269 -1.98 -2.70 -1.02 0.027
O 1.407844 0.255268 1.301577 -0.64 -0.33 -1.19 0.120
N -0.735875 1.676184 1.152587 -0.63 3.53 0.73 0.150
H 0.339771 1.399014 -2.089823 -0.55 0.44 1.06 0.111
Se -2.204309 -0.249505 -0.245359 1.83 0.59 -0.50 1.082
H -1.387244 1.239796 1.750628 -1.71 -0.78 0.59 0.108
H 2.521739 -1.553805 -1.688212 0.67 -0.27 0.20 0.114
H -1.329826 2.022008 -1.784420 1.92 0.00 1.07 0.111
C -1.436889 -1.906461 0.369720 -1.73 -0.35 -0.49 -0.381
H -0.917603 -2.547404 -0.350628 -1.02 0.08 -0.09 0.057

***

# 3
23
Properties=species:S:1:pos:R:3:forces:R:3:lowdin_charge:R:1 method="wB97M-V/def2-TZVPD" total_energy_ha=-2542.85455 charge=-1 de_lowest_kj_mol=61.0 homo_lumo_gap_ha=0.1521
C -1.370825 0.800646 2.527659 0.01 0.02 -0.36 -0.050
C 1.452684 0.566142 -2.199601 1.39 -1.72 0.96 -0.588
H -1.712227 0.869982 4.608651 -0.14 0.07 0.27 0.079
C 1.407986 -0.762446 -1.920979 1.52 1.88 0.13 -0.592
C 0.854487 -0.556753 3.238774 -0.18 0.06 0.62 -0.228
C -0.510086 0.356473 1.483397 0.27 -0.21 1.28 -0.524
Cl -2.434141 -1.687262 -2.792158 0.53 -0.15 0.14 0.738
C -0.952711 -0.828712 -2.620337 -1.46 1.83 -0.70 -0.589
C 0.319647 1.257750 -2.776237 0.03 2.31 -0.46 -0.451
H 1.329725 -0.715756 1.171817 0.27 -0.14 -0.24 0.061
C -0.905910 0.498883 -2.904286 -1.55 -1.82 0.06 -0.592
O 0.209627 -2.761697 -2.022689 0.03 0.92 -0.16 0.081
O 0.395533 2.420716 -3.141834 -0.03 -0.86 0.23 0.078
C 0.220784 -1.549698 -2.175799 -0.11 -2.34 0.55 -0.449
H -2.260348 1.341662 2.266436 -0.31 0.19 -0.11 0.085
N 0.035722 -0.133634 4.208620 0.18 -0.16 0.81 -0.018
H 1.731456 -1.097098 3.564536 0.23 -0.14 0.15 0.081
Cl 2.789105 -1.540249 -1.251707 -0.49 -0.21 -0.18 0.740
Cl 2.882275 1.461430 -1.860269 -0.49 0.13 -0.25 0.740
C -1.055928 0.534050 3.818659 0.40 -0.26 0.38 -0.233
O -0.745112 0.566081 0.292662 -0.44 0.33 -2.95 -0.063
Cl -2.328114 1.311717 -3.430743 0.53 0.15 0.07 0.737
C 0.646363 -0.352221 1.915432 -0.20 0.13 -0.25 -0.044

***

# 4
112
Properties=species:S:1:pos:R:3:forces:R:3:lowdin_charge:R:1 method="wB97M-V/def2-TZVPD" total_energy_ha=-4742.63391 smiles="NCC1=CC(=O)C(CCCSC(=S)N2CCOCC2)=CC1=O.CCOC(=O)C(F)(F)F.CCOC(=O)C(F)(F)F.CCOC(=O)C(F)(F)F.CCOC(=O)C(F)(F)F.CCOC(=O)C(F)(F)F" charge=0 homo_lumo_gap_ha=0.2721
H -3.862936 -2.070477 2.756937 -0.31 -0.46 -0.36 0.111
H 1.930656 -7.978349 -2.018286 -0.02 -0.18 -0.14 0.128
C -2.247328 7.202403 -0.176753 0.61 -0.28 -0.25 -0.183
H 0.919081 -5.948768 -3.102560 -0.04 -0.16 0.01 0.047
H 0.885815 0.295756 -2.815702 -0.05 -0.07 0.23 0.128
H -5.903633 4.058070 2.086375 -0.02 -0.26 0.06 0.130
H -5.190919 5.043958 3.351083 0.18 -0.24 0.18 0.110
C 2.542431 4.356509 -0.707361 0.92 0.01 -0.47 -0.390
H -1.727507 -3.312545 0.300269 -0.34 0.24 0.15 0.110
S -5.549808 -0.868014 -2.649457 0.33 0.21 0.21 0.713
H 5.517860 5.508662 -1.036935 -0.20 0.06 0.23 0.128
C -1.688531 0.188586 -2.196446 0.35 -1.00 0.82 -0.457
C 1.604691 -4.592616 1.368661 -1.11 0.19 -0.12 -0.206
H 6.391316 -0.281390 1.421431 0.13 0.18 -0.10 0.124
F 10.803176 0.981865 0.559092 -0.33 0.01 0.03 0.161
C 0.558269 -6.947720 -3.339582 -0.09 -0.12 -0.39 -0.061
F -5.832390 7.379485 2.872753 0.32 0.04 -0.17 0.155
H 5.237674 5.500257 -3.497034 0.02 -0.01 0.06 0.085
H -2.136527 5.242172 0.736063 0.12 0.06 0.03 0.085
F -6.205947 7.116812 0.761685 0.33 -0.04 0.11 0.160
H 7.317272 -1.737221 1.739742 0.28 0.12 0.06 0.126
H 6.105027 -1.987582 -0.404150 0.00 0.03 0.06 0.074
F 1.211847 5.982290 0.427261 0.18 -0.19 -0.22 0.159
H -2.735270 -4.682431 -0.159192 -0.04 0.35 -0.16 0.131
H 1.503800 1.000797 -1.296359 -0.09 -0.05 -0.48 0.096
O 7.474396 1.673263 0.309783 0.31 0.29 0.00 0.165
C -5.412254 7.735488 1.652576 -1.14 0.23 0.08 -0.528
O -3.178771 7.100523 2.327454 -0.42 0.03 0.20 0.169
O -5.261915 3.063405 3.808623 0.27 -0.41 0.08 0.039
H -2.074477 7.646982 -1.155539 -0.31 0.09 0.03 0.128
F 0.778879 -12.059328 -4.431704 0.09 0.34 0.18 0.167
F -4.855594 0.990775 5.457758 -0.09 0.18 -0.30 0.166
O -3.569294 -3.558042 1.288794 0.39 0.66 0.01 -0.111
F -5.630102 9.054365 1.522307 0.34 -0.20 0.00 0.168
H 6.885229 -0.533699 -1.038018 -0.13 0.01 0.07 0.079
C -5.859690 4.205729 3.166616 -0.32 0.64 -0.19 -0.196
H -4.159996 -3.497938 -1.509615 0.18 0.27 0.09 0.121
F 1.874012 4.274995 1.570617 0.17 -0.06 -0.33 0.173
C -3.934594 7.385442 1.444283 0.87 -0.05 -0.45 -0.398
C 2.391921 -2.281704 0.829036 0.17 1.13 -0.05 0.061
C -1.990136 5.710917 -0.237269 -0.63 0.05 0.11 -0.056
H -2.303923 -2.116837 1.952690 -0.33 0.02 0.11 0.111
H 0.971004 -3.257863 2.747158 0.12 -0.08 0.15 0.058
C 1.365454 -3.508254 -0.997304 -0.43 2.07 1.32 -0.332
C -7.226828 4.500850 3.746244 -0.13 -0.29 0.16 -0.052
H 4.919448 3.940683 -1.545420 -0.23 -0.03 0.07 0.128
C 7.226447 -0.886088 1.066637 -0.56 -0.43 -0.10 -0.193
H -7.162551 4.624109 4.828606 0.06 0.12 -0.04 0.088
H 0.637769 -5.041170 1.069120 0.46 -0.06 -0.30 0.113
F -3.652455 0.675606 3.686120 -0.22 0.16 -0.12 0.154
O 0.299354 -9.205996 -2.455191 -0.06 -0.47 0.00 0.030
O 2.014678 -9.701278 -3.821409 -0.09 -0.39 -0.11 0.171
N 1.464543 -4.149532 2.778709 -0.04 -0.06 -0.50 0.001
H -7.637881 5.411084 3.311343 0.07 0.00 -0.01 0.076
S -3.327173 0.797876 -1.649478 -0.09 0.33 0.01 0.846
C -3.809800 -1.128270 0.759262 -0.26 -0.20 1.25 -0.159
O -6.504617 1.675904 2.550735 0.15 -0.42 0.12 0.172
O 1.476789 -4.513615 -1.607708 0.02 -2.04 -1.08 0.129
H -2.685253 5.235008 -0.932323 0.05 0.07 -0.07 0.091
C 0.849962 0.227616 -1.723304 0.48 0.13 1.55 -0.106
O 3.560394 5.197304 -0.578630 -0.36 -0.05 0.32 0.038
H 7.855333 -1.955210 -0.694787 -0.04 -0.08 0.11 0.084
H 0.789769 -4.781446 3.203802 0.33 0.02 0.22 0.070
H -2.717974 -2.542859 -1.791180 -0.12 0.03 0.36 0.097
H 1.028684 -7.273841 -4.267744 0.07 -0.03 0.06 0.080
F 10.006139 2.018430 2.285069 -0.26 -0.14 -0.18 0.162
O -3.621302 7.479137 0.156877 -0.39 0.21 0.21 0.037
C 0.859295 -7.902011 -2.205556 0.16 0.69 0.05 -0.194
C 7.001161 -1.370065 -0.349079 0.22 0.15 -0.26 -0.060
C 4.665748 4.998983 -1.482630 0.57 -0.01 -0.49 -0.187
C -3.452907 -2.813356 -1.014106 -0.42 -1.13 -0.63 -0.142
H -0.981358 5.515999 -0.564124 -0.03 0.15 -0.14 0.048
H -4.667994 -0.600889 1.205124 0.26 0.05 -0.36 0.116
C 0.291227 -11.350078 -3.410790 -0.51 -0.92 -0.23 -0.532
C 1.476667 4.666280 0.350131 -0.77 0.21 0.85 -0.519
H -0.766867 -0.271589 -0.330250 0.16 0.29 -0.11 0.100
H 2.368369 -5.371231 1.246542 -0.04 0.30 0.11 0.126
F 9.899434 2.928437 0.327353 -0.29 -0.26 0.06 0.165
F -5.489256 -0.430660 3.970104 -0.05 0.35 -0.23 0.160
H 4.096824 6.639506 -2.756821 0.13 0.01 0.02 0.084
C -2.775703 -3.617799 0.112332 -0.49 -0.58 -0.10 -0.185
H -1.418983 0.544356 -3.198046 -0.32 0.28 0.30 0.084
C -4.919805 0.768134 4.136244 0.40 -0.80 0.72 -0.527
O 2.471229 3.464897 -1.503190 -0.46 -0.04 0.24 0.165
C 1.832358 -3.405851 0.449318 -0.38 -1.24 -0.26 -0.144
H -0.054862 -2.242557 -2.259314 0.35 -0.36 -0.10 0.126
H -1.780077 -0.903581 -2.268406 -0.03 0.36 -0.28 0.040
C 4.367909 5.586193 -2.846240 -0.36 0.06 -0.01 -0.059
C -4.388088 -0.669465 -1.526415 -0.71 -0.78 -0.91 -1.091
H -7.921632 3.682731 3.555839 0.02 0.03 -0.11 0.079
C -0.579618 0.451187 -1.140065 -0.54 -0.06 -0.45 -0.230
C 8.429719 1.110471 0.759861 -0.70 -0.64 0.08 -0.396
C 2.530555 -1.200256 -0.224507 -2.62 -1.80 0.55 -0.338
C -3.395496 -2.237722 1.782804 0.91 0.45 -0.28 -0.173
F -1.031100 -11.218353 -3.610016 0.27 0.17 0.06 0.159
C -5.682419 1.873277 3.397015 -0.24 0.87 -0.36 -0.398
O 8.460919 -0.152248 1.176131 0.31 0.34 0.10 0.033
H -2.966968 -0.420458 0.705948 -0.32 -0.12 -0.27 0.084
C 0.790986 -2.237186 -1.574004 0.16 -1.07 0.41 0.057
C 1.369731 -1.112117 -1.203452 -0.18 0.89 -0.51 -0.131
N -4.254289 -1.666697 -0.532130 1.73 1.00 0.47 -0.185
H -0.710292 1.441698 -0.683464 0.22 -0.10 -0.37 0.095
H 3.529659 5.076855 -3.321810 0.08 -0.09 -0.01 0.076
F 0.316601 4.042329 0.092741 0.74 -0.25 -0.11 0.135
F 0.456512 -12.083369 -2.294742 0.09 0.31 -0.09 0.160
C 9.798142 1.767015 0.980281 0.99 0.45 0.04 -0.532
H -1.578359 7.699912 0.526093 -0.18 -0.04 0.15 0.127
H 0.396483 -7.542925 -1.287391 -0.14 -0.26 -0.01 0.121
O 3.464143 -0.497029 -0.301969 2.47 2.08 -0.07 0.155
H -0.517140 -6.900743 -3.524618 0.00 0.02 0.11 0.086
H 2.730403 -2.133400 1.855051 0.26 0.14 -0.36 0.132
C 0.987396 -9.989651 -3.280912 0.21 0.85 0.34 -0.396